No. 1
A structure of composition C28H34MoNO at a distorted geometry. Source: the OMol25 dataset; level of theory: ωB97M-V/def2-TZVPD.

energy relative to the best compared isomer or geometry (same formula, charge and spin): 0.0 kcal/mol
LUMO level (spin up / spin down): -0.1292 / -0.1666 Ha
M: 496.5 g/mol
net charge: +1
Kohn-Sham gap (spin up / spin down): 7.76 / 7.38 eV
spin multiplicity: 3

Geometry as XYZ:
```
65
Properties=species:S:1:pos:R:3:forces:R:3:lowdin_charge:R:1
C 2.27505 0.09668 1.51701 0.60 0.03 0.01 -0.20
C 2.24158 -0.63701 0.29437 0.60 0.49 0.25 -0.17
C 1.82239 0.25507 -0.73943 0.05 0.31 0.41 -0.12
H 2.56429 -1.66752 0.16540 -0.18 0.32 0.03 0.13
C 1.55894 1.53227 -0.15343 0.38 -0.40 0.07 -0.12
C 1.83687 1.43725 1.23743 0.10 -0.09 0.08 -0.17
H 1.33262 2.45087 -0.69088 -0.21 -0.39 0.19 0.11
C -1.41677 -1.67408 1.90754 0.86 0.41 -0.38 -0.13
C -0.20960 -2.29785 1.41665 -0.87 -0.23 0.01 -0.18
C -0.26935 -2.26010 -0.01814 -0.80 0.59 0.17 -0.09
H 0.57000 -2.78421 1.99675 -0.39 -0.01 -0.04 0.13
C -1.44354 -1.52740 -0.40525 0.51 0.06 1.14 -0.23
C -2.09714 -1.08736 0.80647 0.62 -0.47 -0.41 -0.09
H 1.86659 0.02964 -1.80132 -0.47 0.04 0.14 0.11
H 1.73769 2.23825 1.96569 0.04 -0.29 -0.24 0.13
H 2.51141 -0.31902 2.49151 0.13 0.27 -0.27 0.12
H -3.01102 -0.50239 0.84650 0.21 -0.22 0.09 0.13
H 0.38592 -2.78417 -0.71001 -0.03 0.34 0.28 0.13
H -1.73620 -1.59352 2.93577 0.22 0.03 -0.12 0.11
Mo 0.15255 -0.11503 0.98012 -1.33 -1.52 -1.49 1.47
C -1.99221 -1.32673 -1.78872 0.19 0.67 -0.56 -0.49
C -3.50134 -1.59015 -1.77226 -0.09 -0.25 0.01 -0.02
C -1.29552 -2.26572 -2.78215 -0.14 -0.04 0.03 -0.02
H -3.68735 -2.61216 -1.42070 -0.06 0.17 -0.03 0.10
H -3.91024 -1.46791 -2.77809 0.09 -0.05 0.27 0.09
H -4.01217 -0.89070 -1.10472 -0.03 -0.08 -0.11 0.09
H -1.48596 -3.30690 -2.49651 0.05 0.12 -0.14 0.10
H -0.21163 -2.10734 -2.80804 -0.09 0.04 -0.02 0.08
H -1.69046 -2.09833 -3.78926 0.04 -0.06 0.19 0.10
C -1.68263 0.14602 -2.16042 0.07 0.01 0.01 -0.06
C -2.21892 0.65414 -3.49153 -0.14 0.05 -0.78 -0.46
H -0.58731 0.24429 -2.18965 -0.23 0.06 0.10 0.09
H -2.06273 0.83052 -1.37898 0.12 -0.22 -0.18 0.14
O -3.12573 0.13237 -4.12868 0.62 0.32 0.53 0.06
N -1.58355 1.77344 -3.96766 -0.14 0.21 0.39 0.06
C -0.42482 2.45215 -3.39197 -0.33 -0.18 -0.06 -0.14
H -1.96055 2.14179 -4.83209 0.03 -0.16 0.12 0.16
C 0.89716 1.85629 -3.84920 0.22 -0.15 -0.25 -0.23
C 2.08121 2.49038 -3.45855 -0.01 -0.23 -0.09 -0.08
H 1.99788 3.38923 -2.83935 0.23 -0.21 -0.22 0.12
C 3.32233 1.99086 -3.85870 -0.22 -0.02 0.00 -0.07
H 4.23357 2.50600 -3.54165 -0.28 -0.25 -0.19 0.11
C 3.38177 0.84683 -4.66810 -0.15 -0.03 0.07 -0.08
H 4.35042 0.45947 -4.99093 -0.32 0.12 0.10 0.11
C 2.20164 0.20647 -5.06781 -0.13 0.29 0.26 -0.07
H 2.22608 -0.68584 -5.69911 0.11 0.35 0.20 0.11
C 0.95677 0.71450 -4.66213 0.26 0.13 0.15 -0.04
H 0.03065 0.23350 -4.99387 0.40 0.17 0.12 0.12
H -0.48106 2.42804 -2.28715 -0.06 0.05 -0.46 0.11
H -0.47711 3.51492 -3.67760 0.03 -0.37 0.08 0.14
C 1.26577 -0.72698 6.02091 0.11 -0.03 0.18 -0.04
C 0.01090 0.01170 5.55083 0.11 -0.16 0.16 -0.65
C -1.25526 -0.72450 6.00872 -0.05 0.01 0.05 -0.04
C 0.00252 1.46384 6.02845 0.02 0.25 0.27 -0.04
C 0.05431 0.11099 4.10690 -0.47 0.35 0.56 -0.12
C -0.05830 0.39990 2.93830 0.03 -0.16 -0.99 -0.13
H 1.28640 -0.74322 7.12240 0.13 -0.08 -0.39 0.10
H 2.15922 -0.21361 5.63833 -0.14 -0.18 0.25 0.09
H 1.25888 -1.75634 5.63291 0.07 0.24 0.23 0.09
H -1.27850 -0.73937 7.11021 -0.09 -0.07 -0.38 0.10
H -2.15326 -0.21042 5.63616 0.22 -0.16 0.17 0.09
H -1.25611 -1.75888 5.63425 -0.04 0.24 0.18 0.09
H 0.89370 1.97785 5.64036 -0.27 -0.04 0.26 0.09
H -0.89135 1.97040 5.63673 0.28 -0.06 0.24 0.10
H 0.00060 1.48882 7.12738 -0.01 0.13 -0.27 0.10
```
Positions in Å, forces in eV/Å.

No. 2
The molecule C28H34N2O5 at a distorted geometry. Source: the OMol25 dataset; level of theory: ωB97M-V/def2-TZVPD.

energy relative to the best compared isomer or geometry (same formula, charge and spin): 0.0 kcal/mol
LUMO level: 0.0194 Ha
M: 478.6 g/mol
Kohn-Sham gap: 8.18 eV

Geometry as XYZ:
```
69
Properties=species:S:1:pos:R:3:forces:R:3:lowdin_charge:R:1
C 2.78698 1.34524 6.66028 0.07 0.00 -0.30 -0.08
N 3.49563 0.72826 5.55781 0.25 -0.50 1.13 -0.25
C 4.92917 0.63614 5.76804 -0.34 0.20 -0.38 -0.08
C 2.91566 0.63785 4.28925 -0.41 -0.02 -0.98 -0.26
C 3.28029 1.51876 3.24640 -0.44 -0.34 0.59 0.00
C 2.73220 1.36077 1.98231 0.04 -0.29 -0.19 -0.03
C 1.90722 0.26288 1.69421 0.28 -0.09 0.14 -0.20
C 1.68349 -0.14466 0.25375 -0.06 0.21 -0.12 -0.05
C 0.35649 0.34732 -0.35569 -0.03 1.05 1.71 -0.22
C -0.77855 -0.32491 0.38361 -0.39 -1.17 0.68 -0.41
O -0.73532 -1.48172 0.76911 -0.13 1.54 -0.48 0.11
O -1.91152 0.38003 0.56531 -0.25 0.33 0.13 0.11
C -1.99289 1.81352 0.33029 0.58 -0.56 0.77 -0.49
C -2.50751 2.12238 -1.05051 0.12 0.24 -0.39 0.03
C -2.93158 2.36205 1.39016 0.42 -0.05 0.03 0.02
O -0.68321 2.38915 0.56679 -0.53 -0.07 -0.63 0.10
C 0.33107 1.86352 -0.17464 1.19 0.97 -0.25 -0.38
O 1.21255 2.57723 -0.62187 -1.42 -0.92 0.81 0.14
C 1.46688 -0.55199 2.74198 0.00 0.20 0.05 -0.02
C 1.94232 -0.35876 4.03132 0.60 0.62 0.09 0.00
H 1.70632 1.27757 6.49682 0.21 0.03 0.10 0.09
H 3.05657 0.82869 7.59079 -0.19 0.10 -0.07 0.08
H 3.06931 2.40677 6.77489 -0.17 -0.05 0.04 0.08
H 5.37455 -0.05719 5.04458 -0.07 0.18 0.16 0.09
H 5.42496 1.61660 5.68138 0.14 -0.11 0.03 0.08
H 5.10050 0.25523 6.78503 0.07 0.05 -0.26 0.08
H 3.97912 2.32964 3.45289 -0.17 -0.18 -0.04 0.11
H 2.95718 2.07858 1.19077 0.16 -0.33 0.14 0.11
H 2.49137 0.27798 -0.35316 -0.19 -0.24 0.21 0.12
H 1.69201 -1.23786 0.15531 0.12 0.30 0.06 0.14
H -1.84140 1.75676 -1.83493 -0.21 0.14 0.28 0.06
H -3.49953 1.67288 -1.18178 0.27 0.05 0.02 0.10
H -2.59347 3.20968 -1.15069 -0.01 -0.17 0.03 0.11
H -2.49925 2.18614 2.37832 -0.13 0.01 -0.11 0.10
H -3.04792 3.43669 1.22836 -0.05 -0.14 0.08 0.10
H -3.90065 1.86073 1.30904 0.19 0.10 0.02 0.10
H 0.75143 -1.34522 2.53360 0.31 0.04 0.05 0.11
H 1.62987 -1.01222 4.84437 0.09 0.14 -0.14 0.11
C -5.48900 -1.46845 -3.87786 -0.39 -0.27 -0.25 -0.18
C -4.42876 -0.50858 -3.34674 0.15 -0.13 0.63 -0.14
N -3.20922 -1.18468 -2.91452 -0.52 -0.20 -0.92 -0.12
C -2.06973 -0.45314 -2.86556 1.57 -0.33 1.32 -0.10
C -1.01099 -0.79242 -2.07439 -0.53 -0.14 -1.30 -0.08
C 0.17408 0.09152 -1.83514 0.45 -0.68 -2.23 -0.20
C 1.46118 -0.46702 -2.46225 0.03 0.02 0.09 -0.18
C 2.50756 0.40066 -2.80465 -0.04 -0.28 -0.27 -0.04
C 3.68188 -0.11020 -3.36629 -0.16 0.02 0.18 -0.08
C 3.82080 -1.48859 -3.56672 -0.07 0.09 -0.05 -0.09
C 2.78465 -2.35148 -3.20782 -0.11 0.12 0.26 -0.07
C 1.62251 -1.84371 -2.61552 0.35 0.12 -0.32 -0.03
C -3.23077 -2.52758 -2.36006 -0.43 -0.15 -0.13 -0.13
C -4.67826 -2.94527 -2.14626 -0.12 0.02 -0.36 -0.17
O -5.43316 -2.79426 -3.35408 0.45 0.11 0.34 -0.14
H -6.49188 -1.07473 -3.63274 0.34 0.09 -0.29 0.12
H -5.38488 -1.55403 -4.97252 -0.16 -0.09 0.40 0.13
H -4.14880 0.19931 -4.13734 -0.19 -0.07 0.19 0.12
H -4.86283 0.06993 -2.50791 0.17 -0.08 -0.23 0.11
H -2.05639 0.46511 -3.46533 -0.12 -0.25 0.36 0.13
H -0.95671 -1.77488 -1.59771 -0.31 0.57 -0.13 0.09
H -0.01179 1.05207 -2.33208 0.12 -0.17 0.00 0.14
H 2.39496 1.46977 -2.59390 0.08 -0.38 -0.20 0.12
H 4.49042 0.57625 -3.63503 -0.26 -0.30 0.10 0.10
H 4.74484 -1.88674 -3.99114 -0.32 0.12 0.06 0.10
H 2.86448 -3.42853 -3.36850 0.12 0.33 0.09 0.10
H 0.84746 -2.52314 -2.26089 0.21 0.14 -0.30 0.11
H -2.73052 -3.23241 -3.05324 -0.12 0.27 0.27 0.14
H -2.71530 -2.57011 -1.39092 -0.10 0.09 -0.12 0.12
H -4.73766 -4.02338 -1.92745 0.02 0.53 0.18 0.13
H -5.09850 -2.34582 -1.30896 -0.04 -0.37 -0.40 0.13
```
Positions in Å, forces in eV/Å.

No. 3
A cluster of 2 separate species, C28H34N3O2 in total at a distorted geometry. Source: the OMol25 dataset; level of theory: ωB97M-V/def2-TZVPD.

energy relative to the best compared isomer or geometry (same formula, charge and spin): 81.2 kcal/mol
LUMO level: -0.1780 Ha
M: 444.6 g/mol
net charge: +1
Kohn-Sham gap: 5.36 eV

Geometry as XYZ:
```
67
Properties=species:S:1:pos:R:3:forces:R:3:lowdin_charge:R:1
C -0.89841 6.18386 -6.02801 -0.08 0.17 0.30 -0.04
O -0.67377 6.48987 -4.63207 -0.16 -0.94 0.47 -0.06
C -0.81255 5.49330 -3.71909 0.20 -0.02 -0.44 -0.24
C -0.25345 5.72395 -2.43695 -0.16 -0.28 -0.36 0.03
C -0.21022 4.70280 -1.50824 -0.19 0.17 -0.16 0.00
C -0.82476 3.44607 -1.74618 -0.10 0.17 -0.14 -0.16
C -0.80446 2.36895 -0.75571 -0.24 -0.13 -0.45 -0.05
C 0.23602 2.33067 0.21548 0.21 -0.20 0.35 0.00
C 0.37856 1.42105 1.24929 -0.46 1.03 -0.14 0.05
C 1.39573 1.49711 2.27462 0.77 -0.15 0.72 -0.19
C 1.29088 0.64486 3.40671 0.01 0.32 -0.26 -0.03
C 2.21229 0.69638 4.45012 0.02 0.21 0.01 -0.06
C 3.26855 1.61843 4.41264 -0.33 -0.07 -0.33 -0.04
C 3.39883 2.47125 3.30475 -0.31 -0.03 -0.15 -0.06
C 2.48599 2.40701 2.24655 -0.02 -0.18 0.23 -0.01
C -1.87521 1.37772 -0.79781 -0.30 -0.21 -0.20 -0.17
C -3.20034 1.78547 -1.13699 0.09 0.12 0.10 -0.02
C -4.27222 0.92736 -1.06252 0.12 -0.61 0.09 0.03
C -4.06673 -0.41672 -0.67064 -0.03 -0.17 -0.08 -0.24
O -5.17431 -1.20611 -0.64862 1.09 0.26 0.02 -0.07
C -4.98696 -2.62065 -0.45179 -0.10 0.21 0.06 -0.05
C -2.75570 -0.86626 -0.37453 -0.50 -0.04 -0.17 0.01
C -1.68610 0.01368 -0.47906 -0.14 0.08 0.24 -0.01
C -1.46204 3.28702 -3.00670 -0.15 -0.22 0.00 -0.01
C -1.43392 4.25332 -3.99812 0.19 0.43 0.11 0.01
H -0.77042 7.15010 -6.51813 -0.07 -0.28 -0.07 0.10
H -0.15088 5.46540 -6.39800 -0.23 0.20 0.21 0.11
H -1.91531 5.80044 -6.19868 0.32 0.21 0.04 0.09
H 0.15939 6.70804 -2.23429 0.03 -0.22 0.00 0.13
H 0.26397 4.89744 -0.55327 -0.08 0.05 -0.07 0.12
H 0.96197 3.14450 0.16205 -0.14 -0.43 -0.10 0.10
H -0.39476 0.67084 1.41245 0.26 0.15 -0.05 0.11
H 0.44847 -0.04304 3.46171 0.22 0.13 -0.01 0.10
H 2.09053 0.03941 5.31661 0.05 0.23 -0.37 0.12
H 3.97914 1.68067 5.24350 -0.29 -0.04 -0.37 0.12
H 4.20602 3.20867 3.28446 -0.28 -0.32 -0.08 0.11
H 2.61128 3.06963 1.38908 0.06 -0.17 0.29 0.11
H -3.39569 2.80993 -1.45748 0.14 -0.25 0.32 0.13
H -5.28328 1.23944 -1.32247 0.29 -0.02 0.11 0.13
H -6.00107 -3.01988 -0.46480 0.23 -0.09 0.04 0.10
H -4.39528 -3.06205 -1.26892 -0.16 0.21 0.24 0.10
H -4.50986 -2.82504 0.51819 -0.19 0.04 -0.28 0.10
H -2.58894 -1.90678 -0.07561 0.05 0.51 -0.29 0.11
H -0.68073 -0.37773 -0.32289 -0.24 0.07 -0.07 0.12
H -2.00687 2.36978 -3.23295 0.42 0.13 0.09 0.12
H -1.89643 4.06385 -4.97630 0.29 0.04 0.63 0.12
C 1.12545 -4.81353 3.20144 -0.02 -0.13 0.20 -0.06
N 1.68988 -3.86243 2.27701 0.39 0.01 0.10 -0.16
C 1.70665 -2.52531 2.82425 -0.07 0.26 -0.07 -0.10
C 1.87967 -3.94273 0.91161 -0.16 0.76 -1.08 -0.41
N 1.82935 -2.79555 0.27126 -0.09 -1.03 -0.34 0.08
N 2.22786 -5.13227 0.27472 0.09 0.05 0.47 -0.16
C 1.86263 -6.48617 0.62530 -0.02 -0.30 -0.01 -0.06
C 2.95051 -5.08756 -0.98212 -0.23 0.36 -0.08 -0.08
H 1.04957 -5.80357 2.77474 -0.16 0.34 0.55 0.04
H 1.74957 -4.85965 4.10282 -0.11 -0.09 -0.11 0.10
H 0.11819 -4.49989 3.51414 0.08 -0.02 -0.06 0.09
H 2.16827 -1.85610 2.09866 -0.01 -0.08 0.35 0.06
H 0.68266 -2.16562 2.99929 0.04 -0.04 0.10 0.08
H 2.26304 -2.51506 3.76885 -0.15 -0.07 -0.05 0.09
H 1.92248 -2.94620 -0.73406 0.13 0.02 0.38 0.02
H 1.50938 -6.56565 1.64478 0.22 -0.35 -0.57 0.04
H 1.08365 -6.87665 -0.04833 0.08 0.08 0.12 0.10
H 2.74253 -7.13446 0.51154 -0.20 0.09 0.12 0.09
H 3.49176 -4.14234 -1.03945 0.12 -0.21 -0.14 0.08
H 3.65518 -5.92798 -1.01367 -0.10 0.25 0.02 0.09
H 2.28477 -5.17530 -1.85419 0.09 0.04 0.07 0.09
```
Positions in Å, forces in eV/Å.